<i>
The following is a quantum chemistry calculation of C2H2O2 as an isolated structure, from the Open Molecules 2025 dataset.

Geometry (Å):
C: -0.336 -0.526 0.002
C: -1.385 -0.643 0.538
O: 2.344 0.044 -0.172
O: 1.328 -0.684 -0.624
H: -2.367 -1.312 0.096
H: 3.088 -0.517 0.034

Properties
HOMO = -10.364 eV
HOMO-LUMO gap = 9.680 eV
2S+1 = 1

Partial charges, Löwdin, in e: atom 1 (C): 0.003, atom 2 (C): -0.048, atom 3 (O): -0.048, atom 4 (O): -0.152, atom 5 (H): 0.141, atom 6 (H): 0.104

<ii>
The following is a quantum chemistry calculation of a 2-piece molecular cluster, C2H2O2 overall, from the Open Molecules 2025 dataset.

Geometry (Å):
C: 1.519 0.331 -0.090
C: -1.763 -0.656 0.130
O: 2.533 0.835 -0.062
O: -1.218 0.366 0.387
H: 0.275 0.623 0.228
H: -1.347 -1.498 -0.593

Properties
HOMO (alpha / beta) = -8.903 / -7.123 eV
HOMO-LUMO gap (alpha / beta) = 9.149 / 6.327 eV
2S+1 = 1

Partial charges, Löwdin, in e: atom 1 (C): -0.080, atom 2 (C): -0.033, atom 3 (O): 0.059, atom 4 (O): -0.097, atom 5 (H): 0.072, atom 6 (H): 0.079

Most stable structure - <ii>; separation to the second - 416.5 kJ/mol.

<i>
The following is a quantum chemistry calculation of an isolated ion of composition C5H12N2O and charge +1, from the Open Molecules 2025 dataset.

Geometry (Å):
C: 1.273 0.995 -0.512
N: 0.707 0.474 0.776
C: 0.653 -1.034 0.888
C: -0.581 -1.499 1.683
C: -1.780 -1.135 0.944
O: -2.074 0.009 0.777
C: 0.445 0.904 -1.801
N: -0.835 1.653 -1.778
H: 2.257 0.479 -0.588
H: 1.688 2.022 -0.403
H: -0.157 0.929 0.991
H: 1.693 -1.451 1.152
H: 0.603 -1.571 -0.088
H: -0.490 -2.417 2.194
H: -0.468 -0.916 2.606
H: -2.117 -1.945 0.303
H: 0.217 -0.223 -2.110
H: 1.065 1.180 -2.659
H: -1.485 1.019 -1.059
H: -0.614 2.525 -1.318

Properties
HOMO (alpha / beta) = -14.194 / -13.894 eV
HOMO-LUMO gap (alpha / beta) = 10.510 / 5.602 eV
net charge = +1
expectation value of S² = 0.76
2S+1 = 2

Partial charges, Löwdin, in e: atom 1 (C): -0.151, atom 2 (N): 0.188, atom 3 (C): -0.112, atom 4 (C): -0.133, atom 5 (C): -0.235, atom 6 (O): 0.073, atom 7 (C): -0.254, atom 8 (N): 0.020, atom 9 (H): 0.139, atom 10 (H): 0.145, atom 11 (H): 0.119, atom 12 (H): 0.178, atom 13 (H): 0.144, atom 14 (H): 0.120, atom 15 (H): 0.140, atom 16 (H): 0.146, atom 17 (H): 0.154, atom 18 (H): 0.122, atom 19 (H): 0.131, atom 20 (H): 0.066

<ii>
The following is a quantum chemistry calculation of an isolated ion of composition C5H12N2O and charge +1, from the Open Molecules 2025 dataset.

Geometry (Å):
N: -1.771 1.155 1.679
C: -0.332 0.841 1.656
C: 0.399 1.836 2.559
C: 0.212 0.883 0.195
N: 0.806 -0.378 -0.217
C: 0.675 -0.592 -1.693
C: -0.019 -1.922 -1.895
O: 0.077 -2.528 -2.931
H: -2.232 1.058 2.582
H: -1.941 2.094 1.301
H: -0.195 -0.183 2.014
H: 0.319 1.719 3.634
H: 0.239 2.853 2.180
H: 1.454 1.703 2.281
H: 0.814 1.793 0.116
H: -0.665 1.041 -0.443
H: 1.795 -0.355 0.001
H: 0.259 0.213 -2.298
H: 1.683 -0.742 -2.095
H: -0.574 -2.385 -1.063

Properties
HOMO (alpha / beta) = -12.940 / -12.885 eV
HOMO-LUMO gap (alpha / beta) = 9.632 / 3.994 eV
net charge = +1
expectation value of S² = 0.76
2S+1 = 2

Partial charges, Löwdin, in e: atom 1 (N): 0.304, atom 2 (C): -0.344, atom 3 (C): -0.010, atom 4 (C): -0.181, atom 5 (N): -0.015, atom 6 (C): -0.137, atom 7 (C): -0.245, atom 8 (O): 0.077, atom 9 (H): 0.156, atom 10 (H): 0.154, atom 11 (H): 0.156, atom 12 (H): 0.098, atom 13 (H): 0.102, atom 14 (H): 0.108, atom 15 (H): 0.135, atom 16 (H): 0.123, atom 17 (H): 0.128, atom 18 (H): 0.132, atom 19 (H): 0.137, atom 20 (H): 0.123

Most stable structure - <ii>; separation to the second - 53.5 kJ/mol.

<i>
The following is a quantum chemistry calculation of C27H35KN6O8 as an isolated structure, from the Open Molecules 2025 dataset.

Geometry (Å):
K: -0.148 0.667 0.054
O: 2.348 3.749 2.381
C: 1.622 3.312 1.467
O: 0.695 2.467 1.582
C: 2.001 3.767 0.034
C: 2.985 2.720 -0.531
C: 3.706 3.258 -1.781
C: 2.611 3.090 -2.861
C: 1.436 2.614 -2.000
O: 2.115 1.727 -1.091
C: 0.941 3.771 -1.108
C: -0.568 3.762 -0.727
O: -0.985 4.811 -0.212
O: -1.234 2.731 -1.045
H: 2.485 4.737 0.137
H: 3.628 2.266 0.221
H: 4.027 4.292 -1.650
H: 4.586 2.652 -2.007
H: 2.389 4.015 -3.397
H: 2.875 2.320 -3.587
H: 0.647 2.082 -2.525
H: 1.056 4.709 -1.659
O: 0.969 -4.214 -1.763
C: 0.929 -3.079 -1.297
N: 0.497 -1.929 -1.855
C: 0.570 -1.732 -3.179
O: 1.232 -2.327 -4.031
C: -0.240 -0.525 -3.650
C: 0.095 0.055 -4.870
C: -0.584 1.187 -5.288
C: -1.587 1.693 -4.478
C: -1.866 1.039 -3.287
N: -1.217 -0.048 -2.877
C: 1.325 -2.908 0.166
C: 1.162 -3.988 1.029
C: 1.483 -3.834 2.365
C: 1.993 -2.616 2.789
C: 2.142 -1.607 1.849
N: 1.805 -1.733 0.568
H: 0.894 -0.401 -5.436
H: -0.324 1.673 -6.221
H: -2.131 2.593 -4.733
H: -2.614 1.440 -2.615
H: 0.772 -4.908 0.617
H: 1.333 -4.643 3.070
H: 2.249 -2.435 3.825
H: 2.533 -0.636 2.144
C: -3.292 -2.924 -1.702
C: -3.291 -2.279 -0.317
C: -3.870 -0.864 -0.416
C: -4.125 -3.116 0.652
N: -1.894 -2.292 0.118
N: -1.598 -1.564 1.309
H: -4.309 -2.989 -2.096
H: -2.861 -3.925 -1.647
H: -2.692 -2.328 -2.391
H: -4.880 -0.878 -0.835
H: -3.244 -0.241 -1.052
H: -3.946 -0.374 0.560
H: -5.168 -3.148 0.325
H: -4.101 -2.698 1.660
H: -3.735 -4.135 0.693
H: -1.292 -1.928 -0.623
H: -1.571 -2.207 2.091
H: -2.304 -0.867 1.537
C: 0.547 -0.111 6.276
N: 0.538 0.165 4.862
C: 1.414 1.215 4.367
C: -0.285 -0.520 4.043
O: -1.099 -1.362 4.403
H: 0.234 0.771 6.843
H: 1.556 -0.383 6.604
H: -0.133 -0.934 6.479
H: 1.267 2.128 4.947
H: 1.186 1.475 3.330
H: 2.464 0.916 4.455
H: -0.154 -0.240 2.989

Properties
HOMO = -2.661 eV
HOMO-LUMO gap = 6.889 eV
net charge = -2
2S+1 = 1

Partial charges, Löwdin, in e: atom 1 (K): 0.741, atom 2 (O): -0.046, atom 3 (C): -0.649, atom 4 (O): -0.152, atom 5 (C): -0.111, atom 6 (C): -0.260, atom 7 (C): -0.107, atom 8 (C): -0.113, atom 9 (C): -0.271, atom 10 (O): -0.119, atom 11 (C): -0.113, atom 12 (C): -0.674, atom 13 (O): -0.033, atom 14 (O): -0.161, atom 15 (H): 0.137, atom 16 (H): 0.157, atom 17 (H): 0.105, atom 18 (H): 0.101, atom 19 (H): 0.104, atom 20 (H): 0.105, atom 21 (H): 0.128, atom 22 (H): 0.138, atom 23 (O): 0.028, atom 24 (C): -0.476, atom 25 (N): 0.118, atom 26 (C): -0.469, atom 27 (O): 0.012, atom 28 (C): -0.196, atom 29 (C): -0.024, atom 30 (C): -0.085, atom 31 (C): -0.074, atom 32 (C): -0.158, atom 33 (N): 0.116, atom 34 (C): -0.208, atom 35 (C): -0.020, atom 36 (C): -0.077, atom 37 (C): -0.086, atom 38 (C): -0.151, atom 39 (N): 0.123, atom 40 (H): 0.105, atom 41 (H): 0.094, atom 42 (H): 0.097, atom 43 (H): 0.093, atom 44 (H): 0.108, atom 45 (H): 0.096, atom 46 (H): 0.095, atom 47 (H): 0.107, atom 48 (C): -0.042, atom 49 (C): -0.635, atom 50 (C): -0.040, atom 51 (C): -0.059, atom 52 (N): -0.058, atom 53 (N): -0.005, atom 54 (H): 0.077, atom 55 (H): 0.085, atom 56 (H): 0.070, atom 57 (H): 0.081, atom 58 (H): 0.063, atom 59 (H): 0.073, atom 60 (H): 0.073, atom 61 (H): 0.071, atom 62 (H): 0.078, atom 63 (H): 0.053, atom 64 (H): 0.064, atom 65 (H): 0.061, atom 66 (C): -0.064, atom 67 (N): -0.185, atom 68 (C): -0.049, atom 69 (C): -0.346, atom 70 (O): -0.025, atom 71 (H): 0.084, atom 72 (H): 0.082, atom 73 (H): 0.075, atom 74 (H): 0.092, atom 75 (H): 0.052, atom 76 (H): 0.087, atom 77 (H): 0.111

<ii>
The following is a quantum chemistry calculation of C27H35KN6O8 as an isolated structure, from the Open Molecules 2025 dataset.

Geometry (Å):
K: 0.229 -0.054 -0.579
O: -2.603 1.744 2.235
C: -2.175 1.612 1.075
O: -1.031 1.941 0.651
C: -3.184 1.057 0.042
C: -2.779 1.242 -1.426
C: -4.033 1.201 -2.316
C: -4.385 -0.309 -2.262
C: -3.242 -0.849 -1.381
O: -2.149 -0.003 -1.771
C: -3.495 -0.476 0.092
C: -2.670 -1.390 1.030
O: -3.317 -2.190 1.728
O: -1.414 -1.286 0.964
H: -4.111 1.599 0.244
H: -2.087 2.060 -1.604
H: -3.789 1.515 -3.333
H: -4.829 1.844 -1.939
H: -4.357 -0.761 -3.255
H: -5.362 -0.508 -1.822
H: -2.973 -1.890 -1.551
H: -4.540 -0.647 0.348
O: 4.684 -0.390 -3.359
C: 3.765 -0.728 -2.609
N: 2.587 -1.289 -2.905
C: 2.430 -2.042 -3.997
O: 3.266 -2.719 -4.605
C: 0.981 -2.167 -4.476
C: 0.727 -2.997 -5.569
C: -0.565 -3.105 -6.047
C: -1.568 -2.377 -5.422
C: -1.221 -1.580 -4.342
N: 0.019 -1.475 -3.870
C: 3.966 -0.447 -1.118
C: 5.065 0.317 -0.729
C: 5.277 0.552 0.617
C: 4.393 0.006 1.538
C: 3.322 -0.738 1.063
N: 3.103 -0.953 -0.237
H: 1.563 -3.526 -6.004
H: -0.790 -3.745 -6.893
H: -2.597 -2.424 -5.756
H: -1.968 -0.997 -3.815
H: 5.715 0.697 -1.504
H: 6.117 1.153 0.947
H: 4.517 0.156 2.604
H: 2.598 -1.161 1.751
C: -0.430 -2.609 4.409
C: -0.158 -1.112 4.282
C: -1.488 -0.357 4.332
C: 0.761 -0.646 5.409
N: 0.556 -0.962 2.997
N: 0.737 0.375 2.532
H: -0.905 -2.832 5.368
H: 0.504 -3.172 4.335
H: -1.102 -2.929 3.609
H: -1.984 -0.545 5.290
H: -2.148 -0.687 3.530
H: -1.360 0.721 4.223
H: 0.283 -0.798 6.381
H: 0.983 0.421 5.317
H: 1.702 -1.200 5.386
H: -0.041 -1.390 2.285
H: 1.378 0.852 3.154
H: -0.141 0.896 2.481
C: 0.478 4.409 -0.287
N: 1.522 3.547 0.229
C: 1.665 3.505 1.667
C: 1.977 2.524 -0.529
O: 1.644 2.301 -1.678
H: 0.659 5.434 0.048
H: -0.494 4.058 0.067
H: 0.501 4.367 -1.373
H: 1.982 4.481 2.047
H: 2.414 2.759 1.932
H: 0.711 3.225 2.123
H: 2.710 1.894 0.004

Properties
HOMO = -3.110 eV
HOMO-LUMO gap = 7.238 eV
net charge = -2
2S+1 = 1

Partial charges, Löwdin, in e: atom 1 (K): 0.769, atom 2 (O): -0.019, atom 3 (C): -0.651, atom 4 (O): -0.136, atom 5 (C): -0.107, atom 6 (C): -0.262, atom 7 (C): -0.106, atom 8 (C): -0.108, atom 9 (C): -0.262, atom 10 (O): -0.167, atom 11 (C): -0.103, atom 12 (C): -0.651, atom 13 (O): -0.032, atom 14 (O): -0.133, atom 15 (H): 0.140, atom 16 (H): 0.153, atom 17 (H): 0.104, atom 18 (H): 0.104, atom 19 (H): 0.095, atom 20 (H): 0.106, atom 21 (H): 0.162, atom 22 (H): 0.136, atom 23 (O): 0.007, atom 24 (C): -0.471, atom 25 (N): 0.146, atom 26 (C): -0.475, atom 27 (O): -0.003, atom 28 (C): -0.182, atom 29 (C): -0.026, atom 30 (C): -0.097, atom 31 (C): -0.088, atom 32 (C): -0.133, atom 33 (N): 0.140, atom 34 (C): -0.199, atom 35 (C): -0.028, atom 36 (C): -0.096, atom 37 (C): -0.093, atom 38 (C): -0.154, atom 39 (N): 0.102, atom 40 (H): 0.102, atom 41 (H): 0.090, atom 42 (H): 0.087, atom 43 (H): 0.082, atom 44 (H): 0.105, atom 45 (H): 0.092, atom 46 (H): 0.092, atom 47 (H): 0.078, atom 48 (C): -0.052, atom 49 (C): -0.631, atom 50 (C): -0.045, atom 51 (C): -0.069, atom 52 (N): -0.078, atom 53 (N): 0.024, atom 54 (H): 0.074, atom 55 (H): 0.074, atom 56 (H): 0.080, atom 57 (H): 0.078, atom 58 (H): 0.069, atom 59 (H): 0.065, atom 60 (H): 0.071, atom 61 (H): 0.063, atom 62 (H): 0.072, atom 63 (H): 0.069, atom 64 (H): 0.058, atom 65 (H): 0.046, atom 66 (C): -0.052, atom 67 (N): -0.179, atom 68 (C): -0.067, atom 69 (C): -0.365, atom 70 (O): -0.007, atom 71 (H): 0.078, atom 72 (H): 0.078, atom 73 (H): 0.084, atom 74 (H): 0.078, atom 75 (H): 0.075, atom 76 (H): 0.083, atom 77 (H): 0.120

<iii>
The following is a quantum chemistry calculation of C27H35KN6O8 as an isolated structure, from the Open Molecules 2025 dataset.

Geometry (Å):
K: -0.122 -0.266 0.482
O: 0.803 3.567 1.893
C: 0.570 2.367 2.175
O: 1.285 1.382 1.874
C: -0.780 2.160 2.921
C: -1.903 2.587 1.964
C: -3.243 2.777 2.700
C: -3.719 1.310 2.866
C: -2.486 0.562 2.352
O: -2.131 1.380 1.218
C: -1.323 0.756 3.349
C: -0.351 -0.447 3.566
O: 0.363 -0.364 4.575
O: -0.444 -1.425 2.763
H: -0.731 2.832 3.780
H: -1.622 3.393 1.293
H: -3.938 3.355 2.088
H: -3.107 3.294 3.652
H: -4.580 1.102 2.229
H: -3.967 1.048 3.895
H: -2.645 -0.466 2.033
H: -1.752 0.887 4.347
O: -4.791 0.368 -2.507
C: -3.596 0.503 -2.220
N: -2.668 -0.436 -2.037
C: -2.709 -1.621 -2.645
O: -3.116 -1.915 -3.773
C: -2.058 -2.750 -1.839
C: -2.105 -4.048 -2.345
C: -1.588 -5.084 -1.589
C: -1.038 -4.800 -0.344
C: -1.024 -3.477 0.072
N: -1.513 -2.474 -0.657
C: -3.151 1.918 -1.857
C: -4.116 2.802 -1.374
C: -3.745 4.089 -1.042
C: -2.424 4.472 -1.234
C: -1.546 3.533 -1.749
N: -1.886 2.281 -2.046
H: -2.555 -4.196 -3.316
H: -1.615 -6.102 -1.960
H: -0.625 -5.574 0.288
H: -0.616 -3.202 1.043
H: -5.130 2.441 -1.270
H: -4.469 4.787 -0.636
H: -2.075 5.465 -0.982
H: -0.506 3.798 -1.917
C: 3.372 -3.084 -2.116
C: 3.504 -2.890 -0.608
C: 2.836 -4.060 0.123
C: 4.977 -2.808 -0.215
N: 2.877 -1.602 -0.307
N: 2.775 -1.349 1.088
H: 3.864 -4.008 -2.428
H: 3.826 -2.244 -2.646
H: 2.321 -3.141 -2.411
H: 3.324 -5.006 -0.134
H: 1.783 -4.134 -0.156
H: 2.901 -3.923 1.203
H: 5.484 -3.757 -0.412
H: 5.058 -2.572 0.846
H: 5.470 -2.016 -0.782
H: 1.983 -1.537 -0.792
H: 2.722 -0.349 1.254
H: 1.959 -1.772 1.528
C: 3.116 3.472 -0.371
N: 2.800 2.297 -1.153
C: 3.861 1.578 -1.824
C: 1.559 1.767 -1.127
O: 1.240 0.725 -1.681
H: 3.964 3.259 0.285
H: 2.271 3.724 0.274
H: 3.378 4.320 -1.015
H: 4.787 1.704 -1.260
H: 4.018 1.943 -2.845
H: 3.605 0.520 -1.859
H: 0.855 2.371 -0.539

Properties
HOMO = -2.874 eV
HOMO-LUMO gap = 7.109 eV
net charge = -2
2S+1 = 1

Partial charges, Löwdin, in e: atom 1 (K): 0.797, atom 2 (O): -0.057, atom 3 (C): -0.646, atom 4 (O): -0.098, atom 5 (C): -0.104, atom 6 (C): -0.267, atom 7 (C): -0.097, atom 8 (C): -0.109, atom 9 (C): -0.272, atom 10 (O): -0.133, atom 11 (C): -0.115, atom 12 (C): -0.687, atom 13 (O): -0.030, atom 14 (O): -0.162, atom 15 (H): 0.144, atom 16 (H): 0.136, atom 17 (H): 0.095, atom 18 (H): 0.107, atom 19 (H): 0.107, atom 20 (H): 0.105, atom 21 (H): 0.148, atom 22 (H): 0.136, atom 23 (O): -0.002, atom 24 (C): -0.473, atom 25 (N): 0.159, atom 26 (C): -0.475, atom 27 (O): 0.001, atom 28 (C): -0.180, atom 29 (C): -0.020, atom 30 (C): -0.087, atom 31 (C): -0.089, atom 32 (C): -0.152, atom 33 (N): 0.083, atom 34 (C): -0.193, atom 35 (C): -0.022, atom 36 (C): -0.093, atom 37 (C): -0.093, atom 38 (C): -0.156, atom 39 (N): 0.147, atom 40 (H): 0.104, atom 41 (H): 0.092, atom 42 (H): 0.094, atom 43 (H): 0.092, atom 44 (H): 0.107, atom 45 (H): 0.094, atom 46 (H): 0.093, atom 47 (H): 0.096, atom 48 (C): -0.049, atom 49 (C): -0.647, atom 50 (C): -0.048, atom 51 (C): -0.064, atom 52 (N): -0.083, atom 53 (N): 0.035, atom 54 (H): 0.077, atom 55 (H): 0.077, atom 56 (H): 0.084, atom 57 (H): 0.075, atom 58 (H): 0.061, atom 59 (H): 0.078, atom 60 (H): 0.071, atom 61 (H): 0.068, atom 62 (H): 0.073, atom 63 (H): 0.078, atom 64 (H): 0.056, atom 65 (H): 0.057, atom 66 (C): -0.057, atom 67 (N): -0.171, atom 68 (C): -0.051, atom 69 (C): -0.360, atom 70 (O): -0.055, atom 71 (H): 0.087, atom 72 (H): 0.061, atom 73 (H): 0.077, atom 74 (H): 0.080, atom 75 (H): 0.082, atom 76 (H): 0.063, atom 77 (H): 0.117

Most stable structure - <ii>; separation to the second - 14.6 kJ/mol.